Arrangement 1

The following is a DFT calculation (ωB97M-V/def2-TZVPD) of C4H13N3O as an isolated structure.

Structure (XYZ):
```
21
Properties=species:S:1:pos:R:3:mulliken_charge:R:1
C -0.693 -0.958 -0.553 -0.581
C 0.184 -0.067 0.134 -0.049
C 1.475 -0.694 -0.339 -0.228
C -0.072 1.205 -0.706 -0.799
H -2.782 -1.554 -1.051 0.322
H -2.427 -0.082 0.341 0.354
H -0.384 -2.109 -0.463 0.257
H -0.650 -0.866 -1.695 0.476
H -0.945 -0.488 1.693 0.528
H 1.696 -1.674 0.383 0.234
H 1.157 -1.038 -1.493 0.158
H 3.530 -0.946 0.248 0.352
H 2.232 0.870 0.813 0.347
H -0.128 1.204 -1.740 0.559
H 0.913 1.814 -0.400 0.233
H -1.115 1.886 0.840 0.234
H -1.469 2.146 -0.755 0.198
N -2.117 -1.143 0.120 -0.865
N 2.711 0.120 -0.103 -0.674
N -1.288 1.511 -0.086 -0.404
O -0.017 0.062 1.569 -0.651
```

Summary:
HOMO-LUMO gap: 9.081 eV
Multiplicity: 1
Charge: 0

---

Arrangement 2

The following is a DFT calculation (ωB97M-V/def2-TZVPD) of a 2-piece molecular cluster, C4H13N3O overall.

Structure (XYZ):
```
21
Properties=species:S:1:pos:R:3:mulliken_charge:R:1
C 0.490 -1.738 -0.505 -0.612
C -1.011 -1.791 -0.474 0.477
N -1.575 -2.999 -0.797 -0.432
O -1.684 -0.843 -0.124 -0.577
H 0.927 -2.452 -1.208 0.364
H 0.908 -2.032 0.460 0.207
H 0.791 -0.718 -0.702 0.032
H -1.063 -3.591 -1.430 0.230
H -2.575 -3.001 -0.912 0.259
C 0.953 1.264 2.015 -0.983
N 1.529 1.213 0.680 -0.175
C 1.145 2.360 -0.155 -0.710
N -0.169 2.239 -0.762 -0.622
H 1.506 0.600 2.680 0.351
H 0.981 2.264 2.471 0.341
H -0.086 0.933 2.003 0.275
H 2.536 1.271 0.790 0.220
H 1.887 2.420 -0.946 0.403
H 1.134 3.284 0.427 0.379
H -0.186 1.396 -1.324 0.280
H -0.859 2.084 -0.034 0.294
```

Summary:
HOMO-LUMO gap: 9.982 eV
Multiplicity: 1
SMILES: CC(N)=O.CNCN
Charge: 0

---

Arrangement 3

The following is a DFT calculation (ωB97M-V/def2-TZVPD) of C4H13N3O as an isolated structure.

Structure (XYZ):
```
21
Properties=species:S:1:pos:R:3:mulliken_charge:R:1
C -1.388 -0.470 -0.771 -1.145
C -0.143 0.003 -0.056 1.636
C 0.776 0.631 -1.007 -1.085
C 0.429 -1.100 0.826 -1.490
H -3.031 -1.751 -0.356 0.333
H -2.704 0.261 0.585 0.243
H -1.649 0.290 -1.524 0.282
H -1.296 -1.489 -1.353 0.403
H -0.273 2.103 0.296 0.401
H 1.020 -0.019 -1.967 0.315
H 0.134 1.478 -1.542 0.414
H 1.924 1.779 0.353 0.266
H 2.398 1.775 -1.314 0.283
H 0.746 -1.801 0.000 0.350
H -0.454 -1.637 1.130 0.581
H 2.144 -0.491 1.533 0.316
H 0.949 -0.216 2.647 0.255
N -2.329 -0.720 0.176 -0.522
N 2.010 1.155 -0.470 -0.596
N 1.268 -0.803 1.877 -0.534
O -0.530 1.022 0.938 -0.706
```

Summary:
HOMO-LUMO gap: 8.683 eV
Multiplicity: 1
Charge: 0

---

Arrangement 4

The following is a DFT calculation (ωB97M-V/def2-TZVPD) of a 2-piece molecular cluster, C4H13N3O overall.

Structure (XYZ):
```
21
Properties=species:S:1:pos:R:3:mulliken_charge:R:1
N 0.256 2.103 -1.684 -0.645
C 0.116 0.695 -1.960 -0.265
C 0.754 -0.250 -1.269 -0.387
N 0.483 -1.653 -1.410 -0.546
H -0.640 2.533 -1.870 0.261
H 0.559 2.097 -0.739 0.314
H -0.593 0.527 -2.795 0.279
H 1.524 0.013 -0.543 0.382
H 1.253 -2.119 -1.959 0.259
H -0.390 -1.816 -2.011 0.276
N 0.208 1.384 1.532 -0.523
C 0.154 -0.081 1.815 -0.517
C -1.039 -0.779 1.208 -0.516
O -0.757 -2.147 0.880 -0.603
H -0.724 1.778 1.855 0.227
H 0.932 1.807 2.190 0.236
H 0.219 -0.303 2.904 0.322
H 1.092 -0.496 1.394 0.304
H -1.457 -0.226 0.344 0.300
H -1.814 -0.885 1.989 0.337
H -0.137 -2.181 0.131 0.502
```

Summary:
HOMO-LUMO gap: 8.960 eV
Multiplicity: 1
SMILES: N/C=C/N.NCCO
Charge: 0

---

Energy above the most stable structure, in kJ/mol: arrangement 1 904.2; arrangement 2 0.0; arrangement 3 510.0; arrangement 4 162.9